ORCA calculation (wB97M-V/def2-TZVPD) on a molecular structure, C35H56N6O4PS2SbW in a non-equilibrium geometry.

```
106
Properties=species:S:1:pos:R:3:forces:R:3
W -0.216 -0.389 -0.249 -1.75 -3.94 0.82
C 0.010 2.308 -3.676 -0.11 -0.07 -0.05
C 0.226 1.189 -2.736 -0.54 0.31 0.62
N -0.344 1.135 -1.554 -0.02 1.18 -1.03
N -1.171 2.168 -1.196 -0.06 0.49 0.15
C -1.491 2.065 0.057 0.37 0.24 -0.77
O -0.914 1.082 0.764 -0.63 1.37 0.45
C -2.479 2.940 0.655 -0.11 0.04 0.40
C -3.166 3.866 -0.138 0.12 -0.08 0.01
C -4.165 4.638 0.423 -0.02 0.05 0.01
C -4.487 4.500 1.769 0.05 -0.02 -0.05
C -3.792 3.597 2.566 -0.09 0.04 0.09
C -2.794 2.819 2.013 0.17 -0.07 -0.07
C 1.108 0.074 -2.937 0.47 -0.63 -0.06
C 1.847 -0.137 -4.096 -0.38 0.41 0.19
C 2.702 -1.215 -4.175 0.16 -0.41 0.21
C 2.774 -2.076 -3.084 0.10 0.18 -0.43
C 1.989 -1.836 -1.982 -0.29 0.04 0.46
N 1.172 -0.772 -1.866 0.62 0.14 -0.93
H -0.913 2.821 -3.421 0.03 0.01 -0.06
H -0.026 1.959 -4.706 0.05 0.00 -0.01
H 0.832 3.026 -3.590 0.03 -0.01 0.00
H -2.906 3.970 -1.181 -0.05 -0.01 -0.02
H -4.695 5.355 -0.189 -0.01 -0.01 0.00
H -5.276 5.103 2.197 0.02 0.01 0.02
H -4.028 3.516 3.618 0.00 -0.01 -0.01
H -2.221 2.142 2.639 -0.02 0.03 0.01
H 1.745 0.560 -4.917 0.04 0.00 0.01
H 3.291 -1.399 -5.063 0.00 0.04 -0.01
H 3.421 -2.942 -3.096 -0.02 -0.01 0.02
H 1.980 -2.527 -1.157 0.04 0.02 0.00
C -5.995 -3.203 -3.009 0.16 0.09 0.05
C -5.212 -2.066 -2.403 -0.27 0.01 -0.07
O -3.785 -2.410 -2.497 0.20 -0.06 -0.02
P -2.608 -1.487 -2.070 -0.22 0.14 -0.23
S -1.053 -2.640 -1.533 -0.14 0.85 0.03
S -3.015 -0.290 -0.534 0.62 -0.31 -0.52
O -2.160 -0.543 -3.265 -0.48 -0.13 0.10
C -2.126 -0.951 -4.673 -0.02 -0.12 -0.05
C -3.499 -1.032 -5.297 0.02 -0.02 0.06
H -7.058 -2.971 -2.957 -0.01 -0.02 0.01
H -5.807 -4.127 -2.464 -0.04 -0.02 -0.02
H -5.722 -3.346 -4.053 -0.05 -0.02 -0.01
H -5.447 -1.928 -1.347 0.06 0.01 0.01
H -5.378 -1.127 -2.931 0.06 -0.01 -0.01
H -1.590 -1.900 -4.742 0.04 0.02 -0.01
H -1.538 -0.167 -5.146 0.06 -0.05 -0.01
H -4.060 -1.890 -4.931 0.03 0.03 -0.04
H -3.379 -1.148 -6.374 -0.03 0.02 -0.01
H -4.067 -0.121 -5.110 0.02 0.03 -0.05
C 0.511 -4.829 1.289 0.25 -0.10 -0.05
N -0.442 -3.792 1.706 0.14 0.13 -0.11
C -1.505 -4.069 2.515 -0.22 0.17 0.08
C -2.385 -3.106 2.869 -0.02 -0.16 0.06
C -2.218 -1.797 2.345 0.16 0.41 -0.15
N -1.166 -1.547 1.529 0.52 -0.37 -0.11
C -0.301 -2.528 1.264 -0.05 -0.21 0.50
O 0.687 -2.166 0.539 0.28 -0.20 -0.16
N -3.028 -0.806 2.658 -0.10 -0.09 -0.01
H 0.085 -5.806 1.493 -0.07 0.03 0.03
H 1.449 -4.725 1.832 -0.03 0.04 0.02
H 0.698 -4.739 0.222 -0.06 0.01 0.00
H -1.602 -5.093 2.846 0.04 0.00 0.03
H -3.208 -3.328 3.532 0.00 -0.04 -0.02
H -3.835 -0.968 3.240 -0.01 -0.01 0.01
H -2.948 0.092 2.207 0.06 0.08 0.00
C 3.896 -2.083 0.844 0.07 -0.07 0.04
C 3.515 -1.147 1.979 -0.79 0.35 -0.51
C 2.786 -1.899 3.083 0.13 0.05 0.06
C 4.738 -0.430 2.511 0.08 0.09 -0.03
Sb 2.042 0.446 1.159 1.81 1.14 1.34
C 3.314 1.999 0.015 -0.69 -0.65 0.18
C 3.988 1.247 -1.124 0.08 0.08 0.07
C 4.341 2.636 0.928 0.03 0.02 0.11
C 2.339 3.047 -0.512 0.16 0.03 -0.02
C 1.391 1.563 3.075 -0.12 -0.51 -0.73
C 2.542 1.666 4.057 0.08 -0.02 -0.03
C 0.254 0.742 3.677 0.06 0.10 0.09
C 0.937 2.954 2.655 0.04 -0.01 0.06
H 4.626 -2.804 1.226 0.02 0.01 0.00
H 4.368 -1.557 0.013 -0.02 -0.03 -0.01
H 3.039 -2.647 0.484 0.06 -0.02 0.05
H 3.435 -2.706 3.440 0.01 0.00 0.01
H 1.860 -2.351 2.729 -0.04 -0.03 0.04
H 2.570 -1.261 3.939 -0.03 -0.09 -0.03
H 5.434 -1.185 2.890 -0.01 -0.02 0.00
H 4.511 0.246 3.330 0.08 -0.02 -0.05
H 5.255 0.123 1.729 0.05 -0.14 0.04
H 4.683 0.490 -0.759 -0.01 -0.01 -0.04
H 4.572 1.961 -1.714 0.01 -0.01 -0.01
H 3.266 0.780 -1.794 0.04 -0.03 -0.03
H 5.127 1.945 1.223 -0.02 0.13 -0.01
H 3.894 3.064 1.824 0.05 0.05 -0.06
H 4.816 3.456 0.379 0.00 0.01 0.00
H 1.433 2.613 -0.928 -0.03 0.06 -0.03
H 2.831 3.613 -1.310 0.03 0.02 0.03
H 2.059 3.761 0.261 -0.07 -0.03 -0.03
H 2.832 0.698 4.464 0.00 0.08 0.03
H 2.213 2.284 4.897 -0.02 0.01 0.00
H 3.417 2.148 3.621 -0.02 -0.01 0.11
H 0.601 -0.234 4.020 -0.05 0.00 -0.01
H -0.561 0.605 2.973 -0.05 -0.01 0.03
H -0.136 1.274 4.551 0.02 -0.01 0.02
H 1.792 3.579 2.398 -0.06 0.03 -0.01
H 0.434 3.431 3.502 0.02 -0.01 0.03
H 0.238 2.948 1.823 -0.01 0.05 -0.01
```
Positions in Å, forces in eV/Å.

As for the relative energy (zero: lowest compared OMol25 entry of this formula, charge and spin): 0.0 kcal per mole. The largest force on an atom is 4.4 eV/Å. As for the expectation value of S²: 0.785. Its charge is +3. The spin multiplicity is 2.

Löwdin atomic charge list, values in e, 6 entries: number 1, W, carries 1.448; number 2, C, carries 0.039; number 3, C, carries -0.233; number 4, N, carries -0.162; number 5, N, carries 0.114; number 6, C, carries -0.478


ORCA calculation (wB97M-V/def2-TZVPD) on a molecular structure, C20H21F6N2O5OsS2SeSi in a non-equilibrium geometry.

```
59
Properties=species:S:1:pos:R:3:forces:R:3
Os 0.346 -0.016 0.173 0.07 0.15 -0.15
C 2.380 3.847 0.083 0.01 -0.02 0.00
C 1.295 4.706 0.175 -0.02 0.00 0.01
C 0.007 4.193 0.220 0.01 0.03 0.00
C -0.192 2.821 0.175 -0.01 0.02 -0.03
C 0.897 1.933 0.107 0.12 -0.13 0.04
C 2.182 2.474 0.064 0.06 -0.02 0.00
C -1.529 2.221 0.104 0.01 -0.10 -0.06
C -2.696 2.932 0.426 0.01 0.04 0.01
C -3.902 2.313 0.320 -0.05 0.02 0.02
C -3.988 1.005 -0.200 0.06 -0.08 -0.05
C -5.232 0.374 -0.397 -0.01 0.05 0.02
C -5.283 -0.863 -0.974 -0.04 -0.05 -0.01
C -4.104 -1.487 -1.403 -0.03 0.02 0.07
C -2.877 -0.901 -1.212 -0.07 0.20 0.02
C -2.784 0.349 -0.557 -0.01 0.13 0.05
N -1.558 0.945 -0.304 -0.10 -0.01 0.05
H 3.384 4.246 0.033 0.00 0.00 0.00
H 1.449 5.776 0.201 0.00 0.00 0.00
H -0.832 4.874 0.263 0.02 0.00 -0.01
H 3.042 1.823 0.004 -0.04 0.03 0.03
H -2.620 3.944 0.793 0.00 -0.01 0.00
H -4.812 2.824 0.609 0.00 0.00 0.00
H -6.135 0.892 -0.100 0.00 0.00 0.00
H -6.232 -1.356 -1.132 0.00 0.00 0.00
H -4.140 -2.449 -1.896 0.00 -0.05 -0.04
H -1.816 -2.458 -1.365 0.53 -0.16 -0.36
F -2.121 -0.512 3.002 -0.01 0.03 0.01
C -1.835 -1.817 3.134 -0.21 0.04 0.01
F -0.671 -1.938 3.740 0.00 -0.02 -0.07
F -2.787 -2.402 3.840 0.03 0.00 -0.03
S -1.818 -2.496 1.393 0.69 -0.37 0.52
O -1.745 -1.498 -1.653 0.03 -0.30 0.24
O -0.612 -1.722 0.897 -0.26 -0.03 0.25
N -1.641 -4.020 -0.639 0.04 -0.08 0.03
S -1.126 -4.888 0.394 -0.23 0.17 -1.11
O -1.505 -6.194 0.810 -0.02 0.00 0.30
O -1.247 -3.890 1.888 -0.19 0.51 0.17
C 0.741 -4.961 0.459 -0.05 0.15 0.06
F 1.209 -5.018 1.695 0.03 -0.04 0.01
F 1.141 -6.023 -0.220 0.01 -0.01 -0.04
F 1.258 -3.864 -0.135 -0.02 -0.02 0.05
C 4.227 -0.494 -1.570 0.01 0.02 0.01
Si 4.441 -0.577 0.271 0.07 -0.06 -0.12
C 5.225 -2.157 0.846 0.00 0.01 -0.01
C 5.262 0.926 1.013 -0.05 0.01 0.01
Se 2.290 -0.824 1.256 -0.16 0.05 0.09
H 5.207 -0.341 -2.031 0.00 -0.01 0.00
H 3.575 0.321 -1.885 0.01 0.01 0.01
H 3.817 -1.427 -1.958 0.01 0.00 -0.01
H 6.240 -2.210 0.443 0.00 0.00 0.00
H 4.680 -3.036 0.501 -0.01 0.00 0.00
H 5.294 -2.196 1.933 -0.01 0.00 0.00
H 6.248 0.634 1.381 0.01 0.01 -0.01
H 4.707 1.342 1.854 0.01 -0.01 0.01
H 5.401 1.712 0.270 -0.01 0.00 0.00
O 0.999 -1.050 -1.848 -0.35 0.08 -0.10
H 0.168 -1.038 -2.360 0.06 -0.10 0.06
H 1.146 -1.989 -1.654 0.03 -0.06 0.03
```
Positions in Å, forces in eV/Å.

As for the relative energy (zero: lowest compared OMol25 entry of this formula, charge and spin): 34.3 kcal per mole. The largest force on an atom is 1.1 eV/Å. As for the expectation value of S²: 6.036. Its charge is +1. The spin multiplicity is 5.

Löwdin atomic charge list, values in e, 6 entries: number 1, Os, carries 1.397; number 2, C, carries -0.047; number 3, C, carries -0.039; number 4, C, carries -0.007; number 5, C, carries -0.197; number 6, C, carries -0.300


ORCA calculation (wB97M-V/def2-TZVPD) on C5H6S2 in the gas phase in a non-equilibrium geometry.

```
13
Properties=species:S:1:pos:R:3:forces:R:3
C 0.588 -1.627 0.047 -3.16 0.16 -4.33
C -0.195 -1.417 -1.148 1.85 1.71 5.61
S -1.238 -0.046 -1.597 0.99 -0.39 2.13
C -0.546 1.302 -0.598 -1.22 -0.03 -3.08
C 0.406 1.568 0.278 -0.70 1.74 1.00
S 1.048 0.575 1.589 1.25 1.28 0.11
C 0.164 -0.964 1.348 0.21 0.39 -1.17
H 1.451 -2.343 -0.137 -1.29 0.85 1.02
H -0.077 -1.986 -1.968 0.87 -2.14 -2.64
H -0.931 2.136 -1.217 0.38 -0.03 0.82
H 0.499 2.728 0.336 0.49 -2.31 0.53
H 0.486 -1.614 2.168 -0.59 0.32 0.14
H -0.895 -0.559 1.380 0.92 -1.53 -0.15
```
Positions in Å, forces in eV/Å.

As for the relative energy (zero: lowest compared OMol25 entry of this formula, charge and spin): 45.7 kcal per mole. The largest force on an atom is 6.2 eV/Å.

Löwdin atomic charge list, values in e, 6 entries: number 1, C, carries -0.183; number 2, C, carries -0.416; number 3, S, carries 0.879; number 4, C, carries -0.517; number 5, C, carries -0.511; number 6, S, carries 0.837


ORCA calculation (wB97M-V/def2-TZVPD) on a molecular structure, C31H45CdF2N4O2Si2.

```
87
Properties=species:S:1:pos:R:3:forces:R:3
Cd -0.093 0.482 0.537 -0.22 0.09 0.53
C -1.365 1.876 -3.242 0.00 -0.04 0.01
O -1.485 0.631 -2.601 0.00 0.05 0.04
C -0.732 -0.374 -3.239 -0.02 -0.17 0.06
C -1.047 -1.722 -2.635 0.04 0.14 -0.10
O -0.399 -1.873 -1.400 -0.06 0.04 -0.05
C -0.568 -3.189 -0.893 0.08 -0.02 0.06
H -1.671 1.809 -4.295 0.00 0.01 0.02
H -0.335 2.256 -3.203 -0.01 0.02 0.01
H -2.014 2.575 -2.720 0.01 0.03 0.00
H 0.345 -0.187 -3.127 0.01 0.03 -0.07
H -0.977 -0.394 -4.311 0.03 -0.02 0.00
H -0.701 -2.500 -3.333 -0.03 -0.01 0.01
H -2.135 -1.820 -2.515 0.00 -0.02 -0.02
H -0.092 -3.916 -1.566 -0.02 0.03 -0.01
H -1.635 -3.434 -0.804 0.03 0.03 0.02
H -0.071 -3.220 0.080 -0.03 0.00 -0.01
C -4.094 -1.397 1.361 0.01 0.02 -0.02
C -4.980 -0.337 1.237 -0.06 0.00 -0.01
C -4.503 0.911 0.882 0.01 0.13 0.00
C -3.135 1.127 0.670 -0.03 -0.34 0.10
C -2.228 0.057 0.767 0.05 -0.03 -0.32
C -2.745 -1.194 1.108 -0.04 -0.08 0.04
C -2.640 2.496 0.369 0.38 0.01 -0.24
C -3.481 3.634 0.505 -0.14 0.35 -0.01
C -3.020 4.881 0.209 -0.07 -0.18 0.05
C -1.682 5.053 -0.206 0.12 -0.32 0.03
C -1.098 6.305 -0.484 0.17 0.16 -0.05
C 0.217 6.391 -0.856 -0.20 0.13 0.05
C 0.995 5.225 -0.964 0.05 -0.20 -0.03
C 0.455 3.998 -0.691 0.08 0.03 -0.04
C -0.897 3.876 -0.300 -0.06 0.41 -0.03
N -1.388 2.643 -0.030 -0.27 -0.17 0.09
H -4.458 -2.377 1.651 0.02 -0.01 -0.01
H -6.039 -0.476 1.420 0.00 -0.01 -0.03
H -5.223 1.713 0.766 0.01 0.00 0.02
H -2.073 -2.042 1.198 0.04 0.03 0.03
H -4.495 3.524 0.857 0.00 -0.05 0.00
H -3.669 5.745 0.301 0.01 0.01 0.03
H -1.698 7.203 -0.378 -0.04 -0.02 -0.03
H 0.666 7.358 -1.048 -0.01 0.00 -0.02
H 2.038 5.303 -1.249 0.00 -0.03 0.03
H 1.051 3.098 -0.731 0.01 0.04 0.04
C 0.278 -4.180 3.756 0.13 0.10 0.07
Si 1.157 -2.516 3.396 0.01 -0.09 -0.32
C 2.643 -2.558 4.599 -0.12 -0.02 -0.06
C -0.008 -1.170 4.070 0.12 -0.02 -0.01
C 1.587 -2.322 1.640 0.25 -0.16 0.22
Si 2.929 -3.157 0.749 -0.44 0.07 0.16
C 3.039 -2.572 -1.066 -0.02 0.08 0.10
C 4.688 -2.963 1.482 -0.13 -0.03 -0.10
C 2.689 -5.054 0.670 0.13 0.12 0.09
H 0.114 -4.324 4.830 0.00 0.00 0.02
H 0.889 -5.013 3.399 -0.02 -0.01 -0.01
H -0.692 -4.246 3.255 0.02 0.06 -0.05
H 2.331 -2.649 5.645 -0.03 -0.02 -0.01
H 3.235 -1.645 4.499 0.00 0.01 -0.03
H 3.297 -3.405 4.370 0.02 0.00 0.01
H -0.679 -1.556 4.842 0.00 -0.09 -0.01
H -0.625 -0.748 3.274 -0.08 0.00 -0.03
H 0.570 -0.351 4.502 -0.05 -0.07 -0.02
H 1.247 -1.389 1.173 0.12 0.02 0.01
H 3.830 -1.830 -1.203 0.03 0.02 -0.01
H 2.094 -2.108 -1.359 0.01 -0.02 -0.02
H 3.240 -3.400 -1.752 0.04 -0.04 0.03
H 4.910 -1.905 1.644 0.00 0.02 0.01
H 5.471 -3.384 0.842 -0.03 -0.03 -0.03
H 4.744 -3.461 2.454 0.02 0.02 0.02
H 1.940 -5.339 -0.073 -0.05 0.06 0.01
H 2.342 -5.420 1.640 0.02 -0.03 -0.01
H 3.620 -5.578 0.427 0.01 0.00 -0.02
F 1.502 2.755 1.830 -0.06 0.10 0.10
C 0.832 1.585 2.272 0.62 -0.05 -0.29
F 1.819 0.891 2.970 0.08 0.18 0.01
H 0.150 1.949 3.052 -0.11 -0.06 -0.11
N 4.001 2.804 -3.316 -0.05 -0.04 -0.07
C 3.732 2.174 -2.113 0.19 -0.05 0.15
C 2.538 1.480 -1.905 -0.09 -0.11 -0.07
N 2.292 0.830 -0.777 -0.15 0.16 -0.04
C 3.245 0.851 0.155 -0.09 -0.27 0.25
C 4.420 1.550 -0.051 0.11 0.09 -0.17
N 4.674 2.219 -1.175 -0.17 -0.02 -0.06
H 3.201 3.125 -3.836 0.01 0.04 -0.02
H 4.765 3.458 -3.271 -0.02 0.03 0.02
H 1.774 1.461 -2.675 -0.01 0.01 0.02
H 3.052 0.301 1.070 0.01 0.04 0.00
H 5.186 1.597 0.712 -0.05 -0.09 0.06
```
Positions in Å, forces in eV/Å.

As for the relative energy (zero: lowest compared OMol25 entry of this formula, charge and spin): 24.5 kcal per mole. The largest force on an atom is 0.7 eV/Å. Its charge is -1.

Löwdin atomic charge list, values in e, 6 entries: number 1, Cd, carries 1.354; number 2, C, carries -0.117; number 3, O, carries -0.197; number 4, C, carries -0.216; number 5, C, carries -0.224; number 6, O, carries -0.253